1.
Here is an isolated molecule of C6H6N2O2S in a non-equilibrium geometry from OMol25. Energies are from ωB97M-V with the def2-TZVPD basis set.

The value obtained for the largest force on an atom is 3.2 eV/Å. The calculation puts the lowest unoccupied orbital energy at -0.12 eV. The calculation puts the HOMO energy at -8.8 eV. The value obtained for the total energy is -890.29741 Eh. As for the frontier orbital gap: 8.710 eV.

Geometry (Å):
C1 1.137 -1.255 0.217
C2 -0.111 -1.470 -0.196
C3 1.648 0.159 0.443
C4 -0.988 -0.353 -0.546
C5 0.884 1.250 0.334
C6 -0.545 1.015 -0.139
N1 -2.685 1.610 -0.141
N2 -1.369 2.009 0.016
O1 -2.710 -0.494 1.470
O2 -3.635 -1.043 -0.702
S1 -2.708 -0.207 0.070
H1 1.939 -2.101 0.306
H2 -0.405 -2.471 -0.490
H3 2.750 0.240 0.758
H4 -1.033 -0.446 -1.575
H5 1.189 2.280 0.556
H6 -3.345 2.165 0.365

Charge distribution, Löwdin scheme, values in e: -0.06 -0.09 -0.08 -0.28 -0.02 -0.28 -0.11 0.04 -0.29 -0.31 0.77 0.14 0.12 0.12 0.13 0.11 0.10

---

2.
Here is a structure of composition C23H65FNO12PS2 in a non-equilibrium geometry from OMol25. Energies are from ωB97M-V with the def2-TZVPD basis set.

The value obtained for the largest force on an atom is 1.4 eV/Å. The calculation puts the lowest unoccupied orbital energy at 0.18 eV. The calculation puts the HOMO energy at -9.1 eV. The value obtained for the total energy is -3110.32613 Eh. As for the frontier orbital gap: 9.238 eV.

Geometry (Å):
C1 1.281 -0.522 1.386
C2 0.282 0.084 0.390
C3 -0.195 -0.909 -0.679
C4 -1.559 -1.521 -0.310
C5 -2.763 -0.500 -0.130
C6 -2.637 0.780 -0.997
C7 -2.401 2.105 -0.273
C8 -3.641 2.628 0.455
F1 -3.327 2.928 1.786
C9 -3.068 -0.302 1.361
O1 -4.452 -0.202 1.595
C10 -4.807 -0.557 2.917
C11 -4.505 0.558 3.928
N1 -3.948 -1.207 -0.736
C12 -3.330 -1.875 -1.841
O2 -3.647 -1.769 -3.009
C13 -2.102 -2.609 -1.295
S1 -2.471 -4.179 -0.456
P1 -1.021 -3.150 -2.688
S2 0.538 -4.196 -2.163
H1 2.138 0.132 1.503
H2 0.830 -0.640 2.371
H3 1.631 -1.504 1.080
H4 -0.558 0.487 0.944
H5 0.765 0.917 -0.112
H6 0.516 -1.730 -0.688
H7 -0.238 -0.466 -1.672
H8 -1.333 -2.084 0.593
H9 -1.844 0.654 -1.729
H10 -3.567 0.868 -1.550
H11 -1.558 2.090 0.405
H12 -2.144 2.837 -1.040
H13 -4.419 1.869 0.472
H14 -4.021 3.540 0.005
H15 -2.671 -1.151 1.923
H16 -2.548 0.578 1.746
H17 -5.875 -0.757 2.909
H18 -4.316 -1.488 3.211
H19 -4.312 1.478 3.386
H20 -5.371 0.736 4.561
H21 -3.671 0.293 4.573
H22 -4.306 -1.943 -0.135
H23 -3.374 -3.721 0.424
H24 -0.776 -1.988 -3.433
H25 -1.883 -3.928 -3.471
C14 4.344 -2.567 -1.836
O3 3.916 -3.927 -1.885
H26 5.391 -2.557 -1.536
H27 4.247 -2.087 -2.809
H28 3.755 -2.012 -1.098
H29 2.992 -3.905 -2.155
C15 -1.348 1.202 6.844
O4 -1.880 0.238 5.929
H30 -1.683 2.182 6.513
H31 -1.707 1.025 7.856
H32 -0.257 1.181 6.840
H33 -1.584 -0.628 6.216
C16 4.615 0.657 -0.589
O5 3.227 0.510 -0.890
H34 4.854 -0.066 0.188
H35 5.226 0.447 -1.468
H36 4.834 1.662 -0.221
H37 3.016 1.144 -1.579
C17 5.425 0.182 -5.263
O6 4.676 -0.443 -4.218
H38 6.479 0.070 -5.032
H39 5.217 -0.293 -6.227
H40 5.185 1.247 -5.320
H41 3.745 -0.333 -4.426
C18 -7.290 -0.977 -2.449
O7 -6.534 -1.773 -3.349
H42 -8.341 -1.214 -2.602
H43 -7.028 -1.189 -1.408
H44 -7.142 0.091 -2.640
H45 -5.601 -1.566 -3.214
C19 6.766 3.023 -3.292
O8 5.432 3.513 -3.426
H46 6.713 2.062 -2.786
H47 7.228 2.879 -4.272
H48 7.378 3.704 -2.693
H49 5.474 4.359 -3.874
C20 -1.928 -7.377 -3.688
O9 -3.077 -7.548 -2.864
H50 -1.937 -8.166 -4.436
H51 -1.953 -6.409 -4.197
H52 -1.010 -7.453 -3.101
H53 -3.071 -6.852 -2.203
C21 -0.962 3.196 10.369
O10 -0.232 2.342 9.492
H54 -2.019 3.001 10.206
H55 -0.723 2.989 11.415
H56 -0.761 4.249 10.154
H57 0.703 2.510 9.631
C22 9.827 0.857 -5.334
O11 8.569 1.157 -5.934
H58 9.818 1.279 -4.332
H59 9.983 -0.222 -5.260
H60 10.651 1.303 -5.897
H61 8.571 0.787 -6.819
C23 -1.585 5.517 2.896
O12 -1.052 6.112 4.078
H62 -0.791 5.501 2.153
H63 -1.915 4.494 3.083
H64 -2.421 6.103 2.506
H65 -1.747 6.126 4.737

Results of the Löwdin charge analysis, in e, for atoms 1 through 99: -0.08 -0.22 -0.19 -0.25 -0.32 -0.10 -0.15 -0.17 -0.07 -0.15 -0.15 -0.24 -0.05 0.10 -0.46 0.10 -0.81 0.81 0.40 0.23 0.06 0.07 0.07 0.07 0.10 0.07 0.09 0.12 0.11 0.13 0.10 0.11 0.11 0.12 0.13 0.12 0.12 0.11 0.06 0.07 0.04 0.11 -0.12 0.01 -0.01 -0.15 -0.16 0.08 0.05 0.06 -0.06 -0.15 -0.14 0.08 0.06 0.08 0.07 -0.14 -0.14 0.08 0.06 0.08 0.08 -0.14 -0.14 0.06 0.08 0.07 0.08 -0.17 -0.13 0.07 0.07 0.07 0.02 -0.15 -0.13 0.07 0.07 0.08 0.07 -0.16 -0.13 0.08 0.06 0.07 0.04 -0.15 -0.13 0.08 0.08 0.08 0.08 -0.15 -0.14 0.08 0.08 0.08 0.08

---

3.
Here is a structure of composition H14NaO7 from OMol25. Energies are from ωB97M-V with the def2-TZVPD basis set.

The value obtained for the largest force on an atom is 0.9 eV/Å. The calculation puts the lowest unoccupied orbital energy at -3.10 eV. The calculation puts the HOMO energy at -14.5 eV. The value obtained for the total energy is -697.24736 Eh. As for the total charge: +1. As for the frontier orbital gap: 11.393 eV.

Geometry (Å):
Na1 -14.743 -9.248 1.010
O1 -12.642 -10.782 -1.478
H1 -12.224 -11.398 -0.877
H2 -13.572 -10.824 -1.258
O2 -17.293 -10.032 1.303
H3 -17.642 -9.141 1.332
H4 -18.053 -10.581 1.110
O3 -12.877 -8.269 -0.204
H5 -12.871 -8.927 -0.899
H6 -12.447 -7.507 -0.592
O4 -15.432 -10.959 -0.983
H7 -15.797 -11.719 -0.532
H8 -15.808 -10.998 -1.862
O5 -15.918 -7.450 -0.578
H9 -15.551 -6.683 -1.017
H10 -16.528 -7.822 -1.215
O6 -13.416 -7.507 2.583
H11 -13.290 -7.571 3.529
H12 -13.378 -6.568 2.399
O7 -13.849 -10.989 2.338
H13 -13.479 -11.867 2.435
H14 -13.313 -10.438 2.908

Charge distribution, Löwdin scheme, values in e: 0.47 -0.03 0.06 -0.02 -0.02 0.05 0.06 -0.04 0.01 0.07 -0.02 0.07 0.08 -0.03 0.06 0.05 -0.02 0.05 0.06 -0.02 0.07 0.06